# C14H21N5PdSe2

A structure of composition C14H21N5PdSe2 (ωB97M-V/def2-TZVPD, the OMol25 dataset).

Structure (ORCA input):
```
! wB97M-V def2-TZVPD RIJCOSX def2/J DEFGRID3
* xyz 2 3
Pd 1.128 1.253 -0.526
N 2.982 0.213 -0.241
H -3.239 4.312 -0.679
H 1.452 3.704 -1.830
H 2.117 -0.571 2.959
C -0.266 -0.490 2.045
C -2.183 -3.886 -0.223
H 0.597 -2.040 -1.886
C 2.163 0.067 2.073
H 3.330 -0.330 -1.026
C -0.267 -1.805 1.290
H 1.099 -4.366 -1.142
H 0.654 -2.369 1.407
Se -2.378 0.036 -1.650
H -0.779 -5.482 -0.235
H 0.041 -0.608 -0.277
H -3.651 -2.429 -0.728
H 0.423 5.890 -2.272
H -1.222 0.012 1.909
C 0.233 -3.790 -0.842
C 0.414 3.877 -1.572
H -0.167 -0.738 3.106
H -2.965 -4.592 0.021
C -0.165 5.106 -1.817
C -1.811 -1.470 -0.673
C -1.492 5.293 -1.471
C -2.189 4.227 -0.922
H 2.694 0.975 2.364
H -1.985 6.241 -1.641
C 2.928 -0.641 0.970
N 0.797 0.457 1.635
N 0.452 -2.413 -0.953
N -0.239 2.848 -1.006
Se -2.575 1.617 0.066
N -0.419 -1.543 -0.204
C -2.594 -2.578 -0.539
H 2.437 -1.570 0.684
C -1.529 3.027 -0.706
H 0.561 1.339 2.078
H -1.099 -2.420 1.618
H 3.670 0.951 -0.102
H 3.929 -0.896 1.321
C -0.887 -4.415 -0.383
*
```

The calculation puts the orbital gap (spin up / spin down) at 7.58 / 7.09 eV. The highest occupied orbital energy (spin up / spin down) comes out at -13.7 / -14.6 eV. For the energy relative to the best compared isomer or geometry (same formula, charge and spin), the calculation gives 0.0000 eV. The value obtained for the LUMO energy (spin up / spin down) is -6.12 / -7.47 eV.


# C14H21N7

A cluster of 7 separate species, C14H21N7 in total (ωB97M-V/def2-TZVPD, the OMol25 dataset).

Structure (ORCA input):
```
! wB97M-V def2-TZVPD RIJCOSX def2/J DEFGRID3
* xyz 0 1
N -1.293 7.252 -0.822
H -0.084 -0.211 0.408
N -2.214 0.438 -1.156
H 4.548 2.834 0.888
H -3.782 -3.308 2.746
H -0.422 4.272 -1.017
C -0.433 -3.201 -3.101
C -3.278 0.012 -1.097
H -5.078 -0.431 -0.054
C 4.481 3.620 0.135
C -3.614 -2.416 3.345
N 1.964 -2.844 -2.193
C 0.180 5.118 -0.686
N 0.380 -4.260 3.403
C 1.274 1.237 -0.230
H -4.587 -1.625 -1.207
H -0.641 -4.229 -3.390
C -2.507 -1.605 2.820
C 1.003 -4.060 2.457
H 4.198 4.540 0.652
H -0.538 -2.640 -4.037
H 1.062 5.236 -1.311
H -3.357 -2.743 4.351
H 0.517 4.913 0.327
H -4.526 -1.824 3.368
N 1.511 2.333 -0.471
C 0.902 -2.991 -2.595
H -5.355 -0.095 -1.711
H 0.947 -0.677 -0.951
H 1.183 -3.239 0.557
C -0.654 6.305 -0.764
H 1.725 -0.611 0.589
H 1.998 -4.740 0.723
H 2.682 -3.257 1.502
N -1.614 -0.993 2.438
H -1.205 -2.820 -2.434
N 6.916 3.989 -0.710
C 1.784 -3.819 1.262
H 3.787 3.415 -0.670
C 0.924 -0.156 0.008
C 5.846 3.829 -0.329
C -4.629 -0.550 -1.043
*
```

The calculation puts the orbital gap at 11.16 eV. The highest occupied orbital energy comes out at -11.3 eV. As for the SMILES: CC#N.CC#N.CC#N.CC#N.CC#N.CC#N.CC#N. For the energy relative to the best compared isomer or geometry (same formula, charge and spin), the calculation gives 0.3151 eV. The value obtained for the LUMO energy is -0.14 eV.


# C14H21NO11S

A cluster of 3 separate species, C14H21NO11S in total (ωB97M-V/def2-TZVPD, the OMol25 dataset).

Structure (ORCA input):
```
! wB97M-V def2-TZVPD RIJCOSX def2/J DEFGRID3
* xyz 0 1
O -2.542 -3.519 -1.000
O -0.629 1.007 -0.510
H -4.074 0.291 -4.819
C 0.265 0.958 -1.652
C -3.664 0.191 -3.815
H -1.894 -6.289 0.499
O -0.570 -3.156 -2.019
H 1.920 -0.737 1.358
C 3.304 1.463 0.559
C -3.073 -4.613 -0.247
H -2.903 1.839 -2.595
C 1.202 -1.205 -0.618
H 0.338 -1.696 -0.179
C 1.685 -0.182 0.451
H 0.412 1.694 -3.626
H 2.002 -1.919 -0.794
C 2.724 3.859 5.923
H 1.025 2.959 3.883
N 2.837 0.529 -0.104
H -4.474 0.198 -3.086
H -3.790 -4.259 0.490
O -1.363 0.687 -3.410
O -0.820 -4.872 -0.582
H 1.767 1.390 4.240
C -1.246 -3.789 -1.275
O 0.555 2.067 1.488
H 1.095 1.647 -1.425
H 1.798 -0.262 -2.452
H 3.177 3.342 2.864
O 3.432 4.090 4.790
C 3.201 3.000 3.891
C 0.868 -0.421 -1.901
H -3.163 -0.773 -3.738
H 0.209 -1.006 -2.539
C -2.645 1.307 -3.513
C -1.831 -5.211 0.373
H 4.009 2.272 4.007
H -0.790 2.551 -2.636
S 0.220 0.815 0.851
O 2.830 4.488 6.924
H -3.574 -5.301 -0.931
C 1.868 2.466 4.366
O -0.590 -0.045 1.690
H -1.579 -4.753 1.331
O 1.879 2.812 5.757
H -2.646 2.020 -4.345
C -0.387 1.568 -2.886
O 3.627 2.498 0.962
*
```

The calculation puts the orbital gap at 10.29 eV. The highest occupied orbital energy comes out at -10.1 eV. As for the SMILES: CCOC[C@@H]1CC[C@@H](N=C=O)S(=O)(=O)O1.O=C1OCCO1.O=C1OCCO1. The value obtained for the LUMO energy is 0.19 eV.


# C14H21O12Pt

A structure of composition C14H21O12Pt (ωB97M-V/def2-TZVPD, the OMol25 dataset).

Structure (ORCA input):
```
! wB97M-V def2-TZVPD RIJCOSX def2/J DEFGRID3
* xyz 0 4
C -15.196 20.602 3.612
C -13.280 19.324 2.655
H -13.864 19.513 -3.469
H -14.368 21.298 3.745
H -14.658 19.386 -4.933
H -17.651 23.116 -6.445
C -20.854 21.559 -0.218
O -16.062 21.361 2.830
C -15.368 25.315 -0.848
H -15.340 18.573 3.190
C -15.994 20.926 1.552
H -15.530 20.237 4.583
H -13.376 28.546 -2.912
C -15.804 20.085 -3.092
C -18.070 22.990 -4.425
C -15.943 27.377 -1.269
C -13.763 27.530 -2.839
H -21.184 22.170 0.622
H -20.902 20.548 0.188
H -12.844 19.512 3.636
O -18.965 21.255 -1.625
H -14.461 27.280 -3.638
O -14.192 25.774 -1.277
O -16.886 19.643 -3.319
H -12.992 18.412 2.132
O -19.008 22.145 -4.345
C -14.783 19.430 2.811
C -19.526 22.007 -0.844
O -18.877 23.026 -0.409
O -16.477 21.448 0.543
O -16.341 26.232 -0.762
H -14.185 21.000 -4.291
H -16.136 28.212 -0.595
C -17.926 23.827 -5.666
O -17.306 23.318 -3.466
O -15.460 24.102 -0.622
H -12.928 20.058 1.930
Pt -16.974 22.515 -1.360
O -15.359 19.789 1.533
H -18.863 24.354 -5.848
H -16.424 27.551 -2.231
C -14.309 27.250 -1.424
H -13.784 27.766 -0.620
H -21.552 21.710 -1.040
H -12.798 27.037 -2.957
O -15.809 20.866 -2.066
C -14.624 20.031 -4.055
H -17.217 24.622 -5.433
*
```

The calculation puts the orbital gap (spin up / spin down) at 7.77 / 5.46 eV. The highest occupied orbital energy (spin up / spin down) comes out at -7.5 / -7.5 eV. The value obtained for the LUMO energy (spin up / spin down) is 0.26 / -2.05 eV.


# C14H21O13Pd

A structure of composition C14H21O13Pd (ωB97M-V/def2-TZVPD, the OMol25 dataset).

Structure (ORCA input):
```
! wB97M-V def2-TZVPD RIJCOSX def2/J DEFGRID3
* xyz 1 3
O 0.278 1.627 4.632
O -5.533 -2.578 -2.670
C -0.980 -1.807 -4.970
H -3.345 -1.768 0.742
H 0.119 -1.424 -0.545
O 4.706 2.386 1.174
C 3.292 1.093 2.428
H 0.108 0.448 -3.108
O 1.810 -0.670 -1.285
H 3.696 0.811 0.305
H -0.178 -0.439 2.804
C -3.132 -0.665 -1.170
H 0.694 0.496 -5.453
O -1.554 0.625 3.867
H 0.944 1.139 0.941
H 0.226 1.253 -0.685
H -0.609 0.469 0.646
H 1.572 0.008 4.469
H -0.933 1.232 -5.629
O -0.795 -0.832 -5.896
H 2.435 0.425 2.322
H 3.760 0.899 3.394
H 0.454 -0.107 5.761
C -1.033 1.802 4.317
C 0.931 -0.741 -0.231
O -0.654 -1.338 -3.729
H 1.449 -1.246 0.603
C 3.705 3.191 1.651
C -0.672 0.111 -3.785
H -2.219 -2.509 -0.422
C -4.685 -2.133 -1.991
C -0.526 -0.365 3.844
C 0.541 0.245 4.726
O -4.196 -2.723 -0.871
O -4.048 -0.953 -2.218
O 3.594 4.340 1.434
Pd 2.903 -1.927 -2.565
O -1.632 2.811 4.389
H -3.426 0.232 -0.631
C 0.374 0.606 0.177
H 5.044 0.340 1.319
C -0.375 0.372 -5.273
H -0.894 -1.321 4.202
H -2.157 -0.542 -1.642
O 2.845 2.450 2.409
H -1.662 0.468 -3.510
O -1.325 -2.907 -5.199
C 4.231 1.059 1.234
C -3.147 -1.943 -0.313
*
```

The calculation puts the orbital gap (spin up / spin down) at 7.21 / 5.35 eV. The highest occupied orbital energy (spin up / spin down) comes out at -13.4 / -13.4 eV. For the energy relative to the best compared isomer or geometry (same formula, charge and spin), the calculation gives 0.0000 eV. The value obtained for the LUMO energy (spin up / spin down) is -6.17 / -8.02 eV.


no.,energy (hartree),maximum force (hartree/bohr)
1,-5749.96711,0.0115
2,-929.27869,0.0259
3,-1826.62544,0.0652
4,-1568.08871,0.1127
5,-1651.66547,0.0216